Computed, not measured: 3 unconnected molecules or ions with the total composition C16H32NO6S2, with ωB97M-V with the def2-TZVPD basis set.

## Properties
E_tot = -52549.691 eV
Total charge = +1
Frontier orbital gap = 9.41 eV
Highest occupied orbital energy = -11.974 eV
LUMO = -2.6 eV
Molar mass = 398.6 g mol⁻¹

Cartesian coordinates (Å):
C: 4.24 -1.58 -0.67
C: 3.74 -0.63 -1.71
O: 4.17 -0.48 -2.80
O: 2.64 0.13 -1.28
C: 1.40 -0.40 -1.72
C: 0.35 0.25 -0.81
N: -0.93 -0.51 -0.66
C: -0.84 -1.96 -0.19
C: -1.85 -2.69 -1.06
C: -1.67 -1.96 -2.40
C: -1.79 -0.53 -1.93
H: 5.26 -1.86 -0.93
H: 4.20 -1.14 0.33
H: 3.62 -2.48 -0.68
H: 1.24 -0.12 -2.77
H: 1.39 -1.49 -1.65
H: 0.06 1.22 -1.24
H: 0.77 0.44 0.18
H: -1.45 -0.01 0.06
H: 0.17 -2.33 -0.31
H: -1.15 -1.99 0.85
H: -1.72 -3.77 -1.08
H: -2.83 -2.43 -0.66
H: -2.35 -2.23 -3.21
H: -0.64 -2.15 -2.74
H: -2.81 -0.35 -1.59
H: -1.46 0.21 -2.66
C: -7.02 -1.49 2.20
C: -6.31 -1.77 3.53
C: -4.97 -2.44 3.21
S: -4.50 -1.84 1.58
O: -4.46 -2.93 0.64
O: -3.33 -0.99 1.65
C: -5.97 -0.85 1.29
H: -7.87 -0.83 2.32
H: -7.37 -2.42 1.76
H: -6.13 -0.83 4.06
H: -6.91 -2.40 4.18
H: -4.18 -2.18 3.91
H: -5.05 -3.52 3.13
H: -6.21 -0.89 0.23
H: -5.73 0.17 1.59
C: 5.59 2.79 -0.75
C: 4.23 2.64 -0.05
C: 4.12 3.79 0.96
S: 5.10 5.14 0.29
O: 6.20 5.39 1.19
O: 4.24 6.22 -0.11
C: 5.70 4.26 -1.14
H: 5.67 2.14 -1.62
H: 6.40 2.52 -0.06
H: 3.44 2.71 -0.79
H: 4.14 1.68 0.45
H: 3.10 4.15 1.09
H: 4.54 3.53 1.93
H: 6.72 4.59 -1.35
H: 5.05 4.50 -1.97



Computed, not measured: a molecular structure, C16H32NOPPtSi, with ωB97M-V with the def2-TZVPD basis set.

## Properties
Spin multiplicity = 5
E_tot = -41041.537 eV
Total charge = +2
Frontier orbital gap (spin up / spin down) = 5.80 / 3.68 eV
Highest occupied orbital energy (spin up / spin down) = -12.328 / -14.191 eV
LUMO (spin up / spin down) = -6.5 / -10.5 eV
Molar mass = 508.6 g mol⁻¹

Cartesian coordinates (Å):
C: 2.77 -0.46 -3.71
C: 3.39 -0.35 -2.47
C: 2.64 -0.05 -1.31
C: 1.28 0.25 -1.47
C: 0.64 0.09 -2.70
C: 1.40 -0.27 -3.82
C: 3.27 -0.11 0.04
C: 2.61 0.71 1.17
N: 2.95 2.10 1.14
Pt: 0.23 1.19 0.05
C: -0.83 0.36 -2.79
P: -1.32 1.51 -1.42
H: 4.47 -0.50 -2.37
H: 0.87 -0.38 -4.78
H: 3.35 -0.70 -4.61
H: -1.45 -0.54 -2.61
H: -1.14 0.81 -3.74
H: 3.27 -1.15 0.40
H: 4.33 0.19 -0.03
H: 1.47 0.51 1.23
C: -3.05 1.13 -1.08
C: -1.21 3.16 -2.18
H: 2.99 0.33 2.14
C: 2.83 2.88 -0.07
C: 2.81 2.83 2.37
H: -1.46 -1.21 1.31
H: 3.31 3.85 0.12
H: 3.31 2.38 -0.93
H: 1.77 3.08 -0.34
H: 3.38 3.77 2.29
H: 1.76 3.07 2.61
H: 3.23 2.23 3.19
H: -1.91 3.25 -3.03
H: -1.46 3.89 -1.41
H: -0.18 3.33 -2.54
H: -3.66 1.41 -1.96
H: -3.14 0.06 -0.87
H: -3.36 1.71 -0.21
H: -0.44 2.14 1.16
C: -4.43 -2.65 1.97
Si: -2.57 -3.01 2.06
C: -2.02 -2.74 3.83
C: -2.22 -4.78 1.55
O: -1.82 -2.04 0.94
H: -5.00 -3.39 2.55
H: -4.77 -2.69 0.93
H: -4.66 -1.66 2.38
H: -2.56 -3.44 4.48
H: -0.95 -2.93 3.98
H: -2.25 -1.73 4.20
H: -2.47 -4.94 0.50
H: -1.17 -5.03 1.71
H: -2.83 -5.47 2.15



Computed, not measured: a molecular structure, C16H32O2P2Pd, with ωB97M-V with the def2-TZVPD basis set.

## Properties
Spin multiplicity = 3
E_tot = -43254.920 eV
Total charge = 0
Frontier orbital gap (spin up / spin down) = 6.17 / 6.33 eV
Highest occupied orbital energy (spin up / spin down) = -5.645 / -8.824 eV
LUMO (spin up / spin down) = 0.5 / -2.5 eV
Molar mass = 424.8 g mol⁻¹

Cartesian coordinates (Å):
P: -1.51 -2.41 -4.14
P: -0.83 0.83 -5.09
C: -1.98 -1.33 -5.54
C: -0.72 -0.71 -6.15
H: -2.56 -0.54 -4.96
H: -2.67 -1.85 -6.22
H: 0.26 -1.20 -5.89
H: -0.78 -0.55 -7.26
C: -1.85 2.04 -6.15
H: -1.53 3.06 -5.95
H: -2.91 1.98 -5.91
H: -1.71 1.86 -7.22
C: 0.59 1.52 -6.17
H: 0.53 1.19 -7.21
H: 1.57 1.23 -5.77
H: 0.59 2.62 -6.16
C: -2.65 -3.80 -4.32
H: -2.44 -4.45 -3.48
H: -2.49 -4.31 -5.28
H: -3.63 -3.35 -4.23
C: 0.04 -3.24 -4.46
H: 0.86 -2.53 -4.61
H: -0.16 -3.85 -5.35
H: 0.29 -3.89 -3.61
Pd: -2.17 -1.42 -2.57
C: 1.14 3.67 -3.86
C: 0.12 2.92 -3.64
C: 0.16 1.74 -2.65
C: 1.39 0.71 -2.64
C: 2.24 0.56 -3.84
C: 3.25 1.41 -4.11
C: 3.55 2.71 -3.41
C: 2.34 3.55 -2.95
C: -1.07 -2.75 -1.61
H: 1.19 4.47 -4.65
H: -0.91 3.15 -4.07
H: -0.72 1.06 -2.62
H: 0.21 2.21 -1.65
H: 2.07 1.08 -1.86
H: 1.09 -0.32 -2.34
H: 2.16 -0.43 -4.37
H: 4.04 1.11 -4.81
H: 4.03 3.35 -4.14
H: 4.33 2.62 -2.61
H: 2.04 3.15 -1.97
H: 2.64 4.60 -2.87
H: -1.31 -2.44 -0.59
H: -0.06 -2.46 -1.90
H: -1.36 -3.78 -1.81
O: -1.01 -0.71 0.19
C: -2.26 -0.61 0.25
O: -3.08 -0.61 -0.75
H: -2.70 -0.55 1.27



Computed, not measured: 8 unconnected molecules or ions with the total composition C16H32O32S8, with ωB97M-V with the def2-TZVPD basis set.

## Properties
E_tot = -169304.454 eV
Total charge = 0
Frontier orbital gap = 11.06 eV
Highest occupied orbital energy = -10.810 eV
LUMO = 0.2 eV
Molar mass = 992.9 g mol⁻¹

Cartesian coordinates (Å):
O: -2.68 0.39 -3.14
S: -2.05 -0.62 -3.93
O: -0.67 -0.92 -3.75
O: -2.96 -1.93 -3.84
C: -2.93 -2.66 -5.08
C: -2.65 -1.60 -6.17
O: -2.37 -0.37 -5.53
H: -2.08 -3.34 -5.03
H: -3.87 -3.20 -5.15
H: -3.52 -1.44 -6.81
H: -1.80 -1.93 -6.75
O: 7.95 -0.70 1.09
S: 6.64 -1.23 0.95
O: 6.41 -2.43 0.20
O: 5.95 -1.40 2.44
C: 4.56 -1.06 2.41
C: 4.37 -0.21 1.12
O: 5.63 -0.03 0.53
H: 4.05 -2.03 2.37
H: 4.29 -0.53 3.32
H: 3.93 0.76 1.33
H: 3.73 -0.71 0.40
O: -0.98 4.72 1.90
S: 0.13 5.05 1.05
O: 0.11 4.77 -0.36
O: 0.54 6.61 1.31
C: 1.88 6.67 1.82
C: 2.15 5.32 2.53
O: 1.45 4.43 1.66
H: 2.57 7.03 1.05
H: 1.91 7.48 2.55
H: 1.74 5.15 3.52
H: 3.21 5.10 2.54
O: 4.78 5.37 -0.03
S: 4.72 4.01 0.38
O: 3.47 3.30 0.37
O: 5.93 3.14 -0.23
C: 6.95 2.82 0.72
C: 6.24 2.81 2.07
O: 5.33 3.86 1.91
H: 7.41 1.90 0.37
H: 7.72 3.59 0.71
H: 6.93 3.13 2.86
H: 5.80 1.86 2.37
O: -1.75 -4.30 0.51
S: -3.10 -3.87 0.63
O: -3.68 -3.59 1.92
O: -3.44 -2.76 -0.50
C: -4.29 -3.35 -1.51
C: -5.03 -4.49 -0.85
O: -4.03 -5.03 0.03
H: -5.02 -2.64 -1.89
H: -3.66 -3.62 -2.34
H: -5.45 -5.25 -1.49
H: -5.82 -4.06 -0.23
O: 1.36 -5.33 -3.94
S: 0.78 -4.02 -3.94
O: 0.23 -3.55 -5.20
O: -0.33 -3.77 -2.80
C: 0.20 -3.19 -1.63
C: 1.42 -2.32 -2.10
O: 1.82 -2.95 -3.32
H: -0.51 -2.71 -0.97
H: 0.52 -4.00 -0.96
H: 2.23 -2.25 -1.37
H: 1.11 -1.33 -2.40
O: -4.61 0.39 1.47
S: -5.64 -0.56 1.75
O: -6.02 -1.56 0.82
O: -5.56 -1.08 3.27
C: -5.77 0.02 4.15
C: -6.90 0.88 3.41
O: -7.00 0.27 2.14
H: -6.17 -0.37 5.08
H: -4.88 0.63 4.19
H: -6.69 1.93 3.20
H: -7.87 0.79 3.90
O: 1.46 -0.63 2.14
S: 0.93 0.24 1.14
O: 1.77 0.99 0.25
O: -0.17 -0.55 0.22
C: -1.40 0.16 0.14
C: -1.41 1.29 1.17
O: -0.15 1.21 1.83
H: -1.63 0.55 -0.84
H: -2.21 -0.54 0.39
H: -2.18 1.24 1.92
H: -1.37 2.21 0.57